{
  "formula": "C30H28AsN5O7OsPS2",
  "method": "ωB97M-V/def2-TZVPD",
  "elements": ["Os", "N", "C", "C", "C", "C", "C", "C", "P", "C", "C", "C", "C", "C", "C", "C", "C", "C", "C", "C", "C", "H", "H", "H", "H", "H", "H", "H", "H", "H", "H", "H", "H", "H", "H", "H", "H", "O", "As", "O", "O", "C", "C", "C", "C", "C", "C", "S", "O", "O", "O", "H", "H", "H", "H", "H", "S", "C", "N", "C", "N", "C", "C", "C", "N", "C", "O", "N", "H", "H", "H", "H", "H", "H", "H"],
  "coordinates": [[0.168307, 1.344837, -1.247337], [-0.834593, 3.418337, 1.376563], [-1.574093, 2.755937, 2.289163], [-2.429493, 3.467737, 3.158063], [-3.160593, 2.816137, 4.122163], [-3.044093, 1.437137, 4.277063], [-2.224793, 0.718337, 3.423663], [-1.525693, 1.345437, 2.400563], [-0.698793, 0.286237, 1.153263], [-1.965093, -0.968463, 0.773963], [-3.314393, -0.843163, 1.086063], [-4.181793, -1.892063, 0.831163], [-3.722293, -3.054163, 0.232963], [-2.389693, -3.155663, -0.144237], [-1.518793, -2.114363, 0.114663], [0.446707, -0.683963, 2.204063], [1.709807, -0.175163, 2.497463], [2.595907, -0.905363, 3.271863], [2.225607, -2.141563, 3.778763], [0.958807, -2.639663, 3.517463], [0.076007, -1.921963, 2.731463], [0.006807, 2.995237, 0.998463], [-0.885393, 4.424337, 1.359363], [-2.487893, 4.543237, 3.070863], [-3.809993, 3.373637, 4.778963], [-3.608993, 0.922937, 5.037663], [-2.142093, -0.352563, 3.537563], [-3.686993, 0.059137, 1.544663], [-5.223593, -1.798563, 1.098763], [-4.399993, -3.875563, 0.053163], [-2.033293, -4.046963, -0.639437], [-0.478693, -2.179963, -0.176437], [2.004707, 0.805637, 2.141563], [3.574907, -0.498263, 3.482263], [2.912407, -2.712763, 4.385063], [0.651507, -3.593063, 3.923363], [-0.903893, -2.334263, 2.541263], [3.611207, 3.185237, -1.137437], [3.163807, 2.142637, 0.171263], [3.646807, 2.832537, 1.532963], [1.450007, 2.104337, 0.185363], [4.153807, 0.460737, -0.117937], [5.336107, 0.341137, 0.601363], [6.155807, -0.760563, 0.403463], [5.805807, -1.738463, -0.515537], [4.634507, -1.613663, -1.244837], [3.822607, -0.515363, -1.031437], [2.336607, -0.300263, -1.956937], [1.204207, -0.413363, -0.983237], [2.243207, -1.275063, -3.007037], [2.355007, 1.088637, -2.460937], [3.267107, 2.845037, -1.968237], [5.591307, 1.126337, 1.304263], [7.069707, -0.865763, 0.968363], [6.446207, -2.592163, -0.673937], [4.336807, -2.349163, -1.975737], [-1.717893, 5.290337, -2.700137], [-1.090993, 3.975737, -2.106937], [-0.624493, 2.981937, -1.654337], [-3.944793, -1.285363, -2.741337], [-2.717893, -0.809663, -3.339637], [-2.306993, -1.219663, -4.559337], [-1.125093, -0.815363, -5.083137], [-0.293493, 0.039537, -4.295037], [-0.732293, 0.437837, -3.095937], [-1.939693, 0.057237, -2.608737], [-2.312493, 0.502637, -1.522937], [0.855907, 0.498437, -4.766337], [-4.686793, -1.492663, -3.507437], [-4.301993, -0.520963, -2.052537], [-3.746893, -2.196363, -2.172537], [-2.979393, -1.885063, -5.082237], [-0.799193, -1.128263, -6.060337], [1.241007, 0.087537, -5.601737], [1.506407, 0.952537, -4.129037]],
  "forces_ev_per_a": [[0.5, -0.9, 0.5], [-0.6, -0.4, 1.6], [0.5, 0.5, -0.9], [-0.7, 0.4, 0.6], [0.2, 0.6, -0.2], [-0.1, 0.0, 0.1], [0.6, 0.2, -0.4], [-0.1, -1.2, 0.3], [0.2, -0.3, -0.4], [-0.2, 0.1, 0.2], [0.3, -0.1, 0.0], [-0.1, -0.1, -0.1], [0.0, 0.0, 0.1], [0.0, 0.0, 0.0], [0.1, 0.2, 0.0], [-0.1, 0.0, 0.0], [0.0, 0.2, -0.1], [0.1, 0.0, 0.1], [0.0, 0.0, 0.0], [0.0, -0.1, 0.0], [0.0, 0.1, 0.1], [0.5, -0.3, -0.6], [0.0, 0.2, -0.1], [0.0, 0.1, 0.0], [0.0, 0.1, 0.0], [-0.1, 0.0, 0.1], [0.0, -0.1, 0.0], [-0.1, 0.0, 0.0], [-0.1, 0.0, 0.0], [-0.1, -0.1, 0.0], [0.1, -0.1, 0.0], [0.1, -0.1, 0.0], [0.0, -0.1, 0.1], [0.0, 0.0, 0.0], [0.1, 0.0, 0.0], [0.0, -0.1, 0.0], [0.0, 0.0, 0.0], [0.1, 0.1, -0.2], [0.8, 0.5, 0.0], [0.3, 0.0, 1.0], [-1.1, -0.5, -0.6], [-0.3, 0.7, 0.2], [-0.2, 0.3, 0.2], [-0.1, -0.1, 0.0], [0.0, 0.1, 0.0], [-0.2, -0.1, -0.1], [-0.4, -0.1, -0.3], [1.1, -1.2, -1.3], [0.1, -0.4, 0.3], [0.3, -0.1, 0.5], [0.3, 0.1, 0.3], [0.0, -0.1, -0.3], [0.0, -0.1, 0.0], [0.1, 0.1, 0.0], [0.1, -0.1, 0.0], [0.0, -0.1, -0.1], [-0.2, 0.4, -0.1], [0.2, -0.5, 0.2], [-0.9, 1.9, -0.5], [-0.4, -0.2, 0.4], [0.1, 0.2, -0.1], [0.5, 0.1, -0.4], [-0.2, -0.1, 0.1], [-0.2, 0.2, -0.3], [0.6, 0.1, 0.9], [-0.5, 0.3, 0.3], [-0.1, -0.1, -0.3], [0.0, 0.0, 0.0], [0.0, 0.1, -0.1], [-0.1, -0.1, -0.1], [-0.1, 0.1, -0.1], [0.0, 0.0, 0.0], [-0.1, -0.1, -0.1], [-0.1, 0.0, 0.1], [-0.2, 0.0, -0.2]],
  "gap_ev": [7.278, 3.897],
  "total_charge": 1,
  "s_squared": 6.057,
  "e_homo_ev": [-10.0, -10.1],
  "lumo_ev": [-2.7340, -6.2183],
  "spin_multiplicity": 5
}